# 1
# C2H5NS

A 2-piece molecular cluster, C2H5NS overall in a non-equilibrium geometry (ωB97M-V/def2-TZVPD, the OMol25 dataset).

XYZ file:
```
9
Properties=species:S:1:pos:R:3:forces:R:3:mulliken_charge:R:1
C -2.4099 -0.6531 -0.2494 1.07 -1.00 0.10 -0.20
C 1.9904 0.6613 0.2438 -0.88 -0.60 0.51 -0.73
N -1.6947 -0.2395 0.6660 1.26 -0.11 -0.79 -0.27
S 1.3408 -0.9006 -0.3918 -1.06 0.60 0.51 -0.16
H -3.4634 -0.5435 -0.2598 -1.48 0.70 0.39 0.31
H -2.1277 -1.3407 -1.0507 0.61 0.13 -0.22 0.22
H 2.4667 0.5432 1.2170 -0.67 0.11 0.24 0.27
H 1.1558 1.3635 0.1646 0.10 0.00 0.67 0.24
H 2.7420 1.1094 -0.3396 1.04 0.18 -1.42 0.32
```
Positions in Å, forces in eV/Å.

As for the gap between HOMO and LUMO (alpha / beta): 5.0 / 5.1 eV. The value obtained for the total energy is -14475.11127 eV. The calculation puts the largest force on an atom at 1.77 eV/A. As for the LUMO energy (alpha / beta): -3.0 / -3.0 eV. As for the energy relative to the best compared isomer or geometry (same formula, charge and spin): 120.5 kcal per mole. Its molar mass is 75.1 g/mol.

# 2
# C2H5NS

A 2-piece molecular cluster, C2H5NS overall in a non-equilibrium geometry (ωB97M-V/def2-TZVPD, the OMol25 dataset).

XYZ file:
```
9
Properties=species:S:1:pos:R:3:forces:R:3:mulliken_spin:R:1
C 0.9661 -1.1209 -1.4265 -0.91 0.78 4.73 -0.10
C -0.2597 -1.3786 -1.6889 -1.99 0.17 -0.80 0.91
N -0.6488 1.7232 1.7313 -1.36 -1.73 4.37 0.23
S -1.4636 0.2358 1.6680 0.69 1.25 -0.46 0.78
H 1.3353 -0.8322 -0.3209 -0.81 -0.56 -2.11 0.11
H 1.7112 -1.1213 -2.1106 2.37 -0.17 -2.18 0.06
H -1.3638 -1.3745 -1.6741 1.34 -0.19 0.39 0.02
H 0.0250 1.9929 1.0968 1.39 0.32 -2.06 0.00
H -0.3016 1.8757 2.7250 -0.72 0.14 -1.87 -0.01
```
Positions in Å, forces in eV/Å.

As for the gap between HOMO and LUMO (alpha / beta): 8.6 / 7.8 eV. The value obtained for the total energy is -14475.40458 eV. The calculation puts the largest force on an atom at 4.89 eV/A. As for the LUMO energy (alpha / beta): 0.7 / -1.1 eV. As for the energy relative to the best compared isomer or geometry (same formula, charge and spin): 30.4 kcal per mole. As for the spin multiplicity: 3. Its molar mass is 75.1 g/mol.